Record 1
{
  "formula": "C38H26N9O7STi",
  "method": "the ωB97M-V functional and the def2-TZVPD basis",
  "total_charge": -1,
  "multiplicity": 3,
  "homo_lumo_gap_ha": [0.2043, 0.2342],
  "s_squared": 2.012,
  "elements": ["C", "H", "H", "S", "C", "N", "C", "O", "C", "H", "H", "C", "O", "C", "H", "H", "H", "C", "H", "C", "C", "C", "C", "C", "O", "C", "N", "C", "H", "H", "C", "C", "C", "H", "O", "C", "C", "C", "C", "C", "N", "H", "C", "N", "H", "H", "C", "H", "C", "Ti", "C", "N", "H", "O", "H", "C", "C", "C", "H", "C", "N", "N", "H", "C", "H", "O", "C", "H", "C", "H", "C", "O", "H", "N", "C", "H", "H", "N", "C", "H", "C", "C"],
  "coordinates": [[1.06232, 2.94876, 0.61808], [-4.28635, 2.38640, 3.50871], [-0.44569, 5.98739, -2.26866], [-3.27552, -0.86120, -0.97316], [-0.24048, -2.77718, 0.69599], [-1.34036, 1.67485, -1.01284], [0.17380, 2.27014, -2.91564], [1.15032, -2.42170, 0.87369], [1.00083, -3.55866, -3.30694], [-0.02454, -5.23463, -4.24520], [-0.67510, -0.23190, 6.13202], [1.02595, -1.66633, 3.63371], [1.99759, -2.93762, 5.68254], [0.58601, 4.59031, -3.48998], [1.09793, 5.33011, -4.16503], [-1.53013, -5.34211, -1.13802], [-1.61594, 4.26585, -0.94303], [-1.35904, -2.17812, -3.71404], [1.93632, -4.06589, -3.11108], [-0.92533, 3.97573, -1.70111], [2.62903, 1.58150, -0.40708], [0.80313, 3.22888, -3.67746], [-0.12933, 0.28467, 2.75547], [-0.71594, 2.64812, -1.91705], [2.54974, -0.73727, 1.28271], [0.81617, -2.22105, -2.94056], [1.40606, 1.77558, 0.03349], [4.31006, -1.15003, -2.29742], [4.98831, 0.63317, -1.31201], [4.06934, 4.52286, 0.29749], [1.93441, -1.40813, -2.38663], [0.69565, -0.83360, 2.60849], [-3.20410, 1.50393, 0.40568], [5.25070, -1.50500, -2.68851], [-0.49000, 0.87220, 1.64868], [-3.90718, -0.41017, 1.67253], [-4.20659, 0.37044, 2.73527], [1.99074, 3.98501, 0.75048], [0.54080, -1.38681, 4.88037], [-3.32379, 0.08904, 0.48723], [-1.40529, 1.63455, 4.34321], [3.39392, -2.70030, -3.44769], [3.21034, -1.85601, -2.74203], [-2.55150, 2.19349, -0.68923], [-2.31484, -1.63327, -3.70843], [4.64651, 2.45725, -0.58567], [-0.29440, -0.34877, 5.11373], [-3.61315, 3.35877, 1.29226], [2.86928, 0.36329, -1.20639], [-0.02861, 0.11191, -0.13602], [-0.25815, 4.95488, -2.46278], [-0.99460, -1.67314, 0.13357], [1.54281, 4.84275, 1.18292], [0.93242, -1.76848, 7.15094], [1.36057, 2.75961, -4.50336], [-1.24080, -3.46971, -4.22233], [-0.28273, -4.01334, -0.07476], [3.62840, 2.52068, -0.23420], [-0.79193, -2.92955, 1.65077], [-0.04780, -4.15560, -3.96240], [1.81595, -0.31979, -1.61624], [1.17101, -2.13008, 5.99915], [-4.04828, -1.47374, 1.63452], [-2.47978, -3.36903, -0.81386], [-2.06622, -3.96728, -4.70630], [-1.11948, 2.63203, 3.75032], [3.29384, 3.77315, 0.30754], [-3.48887, -3.63888, -1.09407], [-3.62759, 2.30359, 1.44811], [1.70336, -2.45712, 3.38134], [-1.40887, -4.33662, -0.70382], [-2.31835, 1.51359, 5.18092], [0.45398, -4.80830, 0.05773], [1.26713, -0.95372, 1.25165], [4.16582, 0.00016, -1.56167], [-4.52341, -0.19483, 3.60817], [0.36249, 1.18535, -3.08154], [-0.33383, -1.56984, -3.12003], [-0.61472, 0.49649, 4.05508], [0.03942, 2.98036, 0.89795], [-4.15023, 1.75846, 2.66487], [-2.17358, -2.07051, -0.52311]],
  "forces_ev_per_angstrom": [[1.90, -1.00, -0.93], [-0.45, 0.41, 0.55], [-0.12, 0.58, 0.17], [-0.62, 0.67, -0.69], [0.35, 0.95, 1.24], [-0.01, 0.99, -1.01], [-0.08, -1.17, 0.36], [-1.60, -0.19, -0.04], [-0.04, 0.68, -0.11], [0.27, 0.99, 0.18], [0.09, 0.41, -0.51], [0.60, 0.19, -1.76], [0.57, -1.16, 0.32], [0.96, 0.34, -0.91], [-0.65, -0.73, 0.90], [0.05, 0.54, 0.14], [-0.28, 0.19, 0.42], [-0.04, -0.23, 0.13], [-0.27, -0.11, 0.13], [0.48, 1.96, -0.66], [0.81, -0.18, -0.29], [0.17, -1.10, -1.04], [-0.52, -0.65, -1.27], [-0.32, -1.98, 1.13], [0.60, 0.61, 0.05], [-0.56, 0.74, 0.08], [-0.69, 0.90, 0.23], [0.27, -0.11, -0.73], [0.40, -0.03, 0.23], [-0.10, 0.27, 0.31], [1.54, -0.98, -0.23], [0.46, -0.25, -0.19], [1.61, -0.57, -1.48], [0.44, 0.22, 0.34], [-0.27, 0.70, 0.96], [1.32, -0.62, -2.69], [-0.66, 0.04, 1.46], [-0.78, -1.33, -0.23], [0.73, -1.01, 0.97], [-1.45, 2.01, 1.16], [-1.44, -0.75, 1.21], [-0.43, 0.84, 0.83], [-0.01, -0.24, -0.40], [-0.12, -1.19, 1.26], [0.53, -0.17, -0.25], [-0.10, -0.52, -0.13], [-0.70, 0.58, 0.66], [0.31, 0.62, 0.08], [0.86, -0.11, 0.15], [-0.73, 0.31, 0.03], [-0.51, -0.77, 0.19], [-0.72, 0.00, -2.63], [0.42, 1.12, 0.25], [-0.13, -0.51, -0.55], [0.18, 0.95, 0.25], [0.55, 0.18, 0.65], [-0.02, -1.73, -0.34], [-0.12, 1.90, 0.32], [0.84, -0.36, 0.42], [-0.91, -1.35, -0.64], [-2.05, -0.54, 0.29], [-0.67, 1.74, 0.17], [-0.21, -0.45, 0.56], [0.14, 0.22, 0.20], [-0.08, 0.02, -0.04], [-0.16, 1.52, -0.39], [-0.36, -0.92, -0.16], [0.12, 0.03, -0.25], [-1.40, -0.70, 1.78], [0.21, -0.35, 0.28], [-0.52, -0.49, -0.45], [0.90, 0.46, -0.73], [0.23, 0.61, 0.02], [0.04, -0.67, 0.41], [-0.53, -0.23, -0.23], [-0.12, 0.57, 0.24], [-0.24, 0.96, 0.01], [-0.06, 0.13, 0.23], [0.32, -0.70, 0.52], [-0.63, 0.37, 0.46], [1.59, -0.20, -2.44], [1.68, -1.15, 1.48]]
}

Record 2
{
  "formula": "C38H27BrCl5N7Ru",
  "method": "the ωB97M-V functional and the def2-TZVPD basis",
  "total_charge": 1,
  "multiplicity": 2,
  "homo_lumo_gap_ha": [0.2128, 0.2189],
  "s_squared": 0.760,
  "elements": ["C", "N", "N", "C", "Cl", "C", "C", "H", "H", "C", "N", "Cl", "H", "H", "H", "N", "H", "H", "C", "H", "N", "H", "C", "C", "H", "C", "C", "H", "C", "C", "C", "C", "C", "Br", "C", "C", "H", "C", "C", "C", "C", "H", "C", "C", "C", "C", "H", "H", "Cl", "C", "H", "C", "H", "Cl", "C", "H", "H", "C", "C", "C", "Cl", "H", "Ru", "C", "C", "C", "H", "H", "H", "H", "N", "H", "N", "C", "H", "C", "H", "C", "C"],
  "coordinates": [[3.73207, -1.02989, 2.71369], [1.81791, 0.97173, -1.20690], [-2.07405, -0.43035, -0.56328], [-0.80654, 3.25404, -1.10927], [-2.05245, 3.19588, -5.40284], [-0.03912, -3.06658, 0.95525], [-0.86360, 0.87187, 1.86092], [4.55793, 1.94476, 0.18757], [5.03281, -2.69524, 3.09303], [3.74866, -0.32404, 1.52455], [-0.34239, -0.25780, -2.91181], [-2.62815, 5.67518, -3.69659], [-3.59781, 2.94369, 5.29414], [3.62841, -4.25174, 1.25043], [-1.71117, -1.59843, -6.28846], [-2.63887, -0.32169, 0.65674], [-4.22182, 3.68695, 3.82565], [-4.84577, 2.12591, 4.35013], [1.33746, -0.00253, 1.57591], [1.73962, 1.94726, -3.05217], [2.71677, 0.98415, -0.20372], [-2.47093, -1.68471, -2.18750], [-2.21800, 0.62353, 1.63701], [2.58137, 0.19985, 0.97236], [-1.23285, 2.89078, 4.56884], [2.60283, -3.92168, 1.15899], [0.90062, -2.70273, -0.00167], [-4.24424, 1.05121, 2.16698], [1.66651, -4.28513, 2.11132], [-3.20359, 1.22718, 2.41212], [-1.31515, -1.22808, -5.35192], [-0.72719, 2.03093, -1.76757], [-0.09962, -1.46121, -3.30412], [2.20768, -5.32677, 3.59016], [-1.52351, 2.25325, 3.74271], [2.49713, -1.21344, 3.33619], [-0.37529, -4.17600, 2.75950], [-1.43456, 4.36748, -1.66479], [-3.75267, -1.91191, -0.37491], [-1.69609, 3.13230, -3.70811], [2.21600, -3.12744, 0.09037], [5.87755, -1.16267, 2.86916], [-3.94475, 2.73495, 4.28312], [-3.65338, -1.20060, 0.79390], [0.34464, -3.87527, 2.01095], [3.75593, 1.78936, -0.51212], [0.38944, -0.90351, 3.26982], [4.15828, 2.98444, -2.31388], [-0.01151, 3.47738, 0.41159], [-0.54625, 1.69181, 2.94999], [0.49599, 1.90576, 3.14878], [-0.82261, 0.72839, -3.88771], [0.04671, 0.95235, -4.52974], [-3.45778, -0.12052, -4.16695], [2.30507, 1.76811, -2.15387], [-4.45563, -2.69043, -0.61188], [2.44470, -1.77312, 4.26306], [-2.73703, -1.40173, -1.18493], [3.53319, 2.30274, -1.76568], [-1.81637, 0.09491, -4.86156], [-1.60903, 5.82329, -0.77256], [-1.06345, -2.72415, 0.86770], [-0.10739, 0.24037, -0.96106], [-2.87783, 2.05145, 3.47572], [-1.17205, 1.99152, -3.10338], [1.33715, -0.72397, 2.77904], [5.01581, -1.49416, 4.37442], [-1.95174, 0.76329, -5.70059], [-4.21126, -1.25468, 1.71210], [2.93931, -2.81909, -0.65415], [0.13515, 0.41601, 0.98898], [4.68599, -0.17852, 1.00127], [0.48526, -1.85579, -1.07167], [4.98528, -1.62189, 3.29265], [0.64876, -3.38734, -2.46014], [-1.89517, 4.30448, -2.97677], [-0.07808, -2.90476, -4.95829], [0.40088, -2.34959, -2.25052], [-0.44209, -1.93933, -4.63375]],
  "forces_ev_per_angstrom": [[0.03, 0.03, -0.04], [0.05, 0.01, 0.02], [0.19, -0.24, 0.11], [0.16, 0.10, 0.02], [0.02, -0.13, -0.01], [0.04, -0.02, -0.01], [-0.12, 0.01, 0.05], [0.00, 0.01, -0.01], [0.00, 0.00, 0.01], [-0.01, 0.02, 0.03], [-0.02, 0.16, -0.16], [-0.03, 0.04, -0.04], [0.00, 0.00, 0.00], [0.00, 0.00, 0.00], [0.01, 0.00, 0.00], [0.04, 0.20, 0.06], [0.01, 0.00, 0.01], [0.00, 0.00, 0.00], [0.08, 0.01, 0.04], [-0.01, 0.00, 0.00], [0.01, 0.08, -0.05], [-0.02, -0.02, 0.05], [0.05, -0.01, -0.01], [-0.06, -0.03, 0.06], [0.00, 0.00, 0.00], [0.01, -0.02, 0.01], [-0.01, -0.08, 0.05], [0.00, -0.01, 0.01], [-0.02, -0.02, 0.00], [0.01, 0.00, 0.00], [0.12, -0.08, 0.09], [-0.44, -0.07, 0.25], [0.04, -0.08, 0.06], [0.00, 0.02, -0.01], [0.00, 0.01, 0.00], [-0.04, 0.01, 0.03], [0.00, 0.00, 0.00], [-0.04, -0.01, -0.11], [0.01, -0.06, -0.11], [-0.01, 0.12, 0.06], [-0.04, 0.00, 0.00], [0.00, 0.00, 0.00], [-0.01, 0.00, 0.00], [0.03, 0.08, 0.07], [0.00, -0.03, -0.01], [0.00, -0.04, 0.00], [0.01, 0.01, -0.01], [-0.01, 0.00, 0.01], [0.01, 0.07, -0.02], [-0.03, -0.04, 0.00], [0.00, 0.00, 0.00], [-0.02, 0.03, 0.05], [-0.03, 0.04, -0.01], [-0.02, 0.04, -0.04], [-0.04, -0.04, 0.00], [0.00, 0.01, 0.00], [0.00, 0.00, -0.01], [-0.04, 0.06, -0.06], [0.03, 0.03, -0.01], [-0.04, 0.05, 0.04], [0.01, -0.01, 0.00], [0.00, 0.01, -0.01], [0.05, -0.02, 0.06], [-0.01, -0.02, -0.02], [0.17, -0.15, -0.20], [0.02, 0.00, -0.02], [0.00, 0.01, 0.00], [0.00, 0.04, -0.03], [-0.01, 0.00, 0.00], [0.00, 0.00, 0.00], [0.00, -0.12, -0.11], [0.00, -0.01, 0.01], [-0.06, 0.02, -0.20], [0.01, -0.02, -0.01], [0.00, -0.01, 0.00], [0.07, -0.14, 0.05], [-0.01, 0.01, -0.01], [0.02, 0.12, 0.12], [-0.11, 0.06, -0.10]]
}

Record 3
{
  "formula": "C38H28Cl2FIPSc",
  "method": "the ωB97M-V functional and the def2-TZVPD basis",
  "homo_lumo_gap_ha": 0.1816,
  "elements": ["H", "H", "C", "C", "C", "C", "H", "C", "C", "C", "C", "C", "C", "C", "Cl", "C", "H", "C", "C", "H", "C", "C", "H", "C", "H", "H", "H", "C", "C", "C", "H", "H", "H", "C", "H", "H", "C", "C", "H", "H", "H", "H", "H", "F", "C", "C", "H", "Cl", "C", "C", "C", "C", "H", "C", "Sc", "H", "I", "C", "H", "C", "C", "C", "C", "H", "P", "C", "H", "C", "H", "H", "H", "C"],
  "coordinates": [[2.22890, 3.29945, -2.62663], [0.69162, -2.74498, -4.77407], [-2.23307, 2.25900, 2.22107], [1.71229, 1.11290, 2.94291], [2.34787, 2.14497, 5.01857], [2.65396, 1.33152, 3.93309], [-0.81544, 3.00815, 4.18193], [4.45608, -2.22093, -2.21326], [-1.38449, -3.06058, -5.15840], [-2.39974, 3.58675, 1.84229], [-0.47478, -1.11484, 5.10673], [-1.65773, -3.39907, -2.43320], [3.93462, -3.93314, -3.79971], [1.60868, 3.56547, -0.60805], [0.21656, -1.54953, 6.66049], [-0.27257, -2.96899, -4.33585], [-3.51150, -3.37968, -5.27658], [-0.37796, -3.11524, -2.94272], [-0.08909, 2.01696, 0.21536], [-1.26380, -2.92863, -6.22757], [0.66784, 1.35989, -3.40665], [1.56977, 2.97480, -1.83090], [-1.67336, 4.06038, 1.19351], [0.45971, -2.51524, -0.76285], [-3.73554, -3.70307, -2.82243], [2.28739, 4.38116, -0.39932], [-0.20670, -0.06623, -4.73159], [-2.76655, -3.48553, -3.25691], [-1.18887, -0.01375, -2.81937], [-3.50420, 4.30174, 2.28347], [1.88681, -4.53906, -3.89747], [0.91413, 3.46220, 1.40972], [-3.08410, 0.60290, 3.31310], [0.75021, -2.89189, -2.03627], [0.86019, 3.38037, 5.94621], [-5.30288, 4.25569, 3.44975], [0.66030, 1.92652, -2.10815], [-2.64600, -3.30894, -4.63096], [-5.01964, 1.88971, 4.11535], [-1.92353, -0.75068, -3.11591], [3.08175, 2.30555, 5.79742], [1.94693, 0.46587, 2.10374], [5.17641, -1.57323, -1.72738], [-2.63630, -1.86252, 2.91016], [-0.21636, 0.39046, -3.75233], [2.59889, -3.86701, -3.43537], [3.62480, 0.85844, 3.86531], [0.43417, -1.87892, 3.75771], [1.10185, 2.74528, 5.10392], [-1.20316, 0.51406, -1.56070], [-4.28384, 2.36887, 3.48290], [0.12789, -2.12313, 0.38650], [-1.49354, -1.47866, 5.03404], [4.87487, -3.11056, -3.19409], [-1.22035, -1.39393, 1.70247], [1.40142, 1.72120, -4.11639], [-2.89146, -0.08470, -0.45185], [-0.24567, 1.46939, -1.10701], [-1.76778, -3.54468, -1.36547], [-4.44252, 3.69575, 3.10711], [-3.18540, 1.64919, 3.03681], [0.45529, 1.71710, 3.02074], [3.12046, -2.14722, -1.85423], [2.79945, -1.44546, -1.09297], [-0.77702, 1.27813, 1.74586], [0.79536, 3.05182, 0.41573], [5.91787, -3.16591, -3.47824], [2.15730, -2.96733, -2.45724], [4.24537, -4.64490, -4.55512], [-3.63287, 5.33284, 1.98119], [-0.39444, -0.04160, 4.97106], [0.15525, 2.53529, 4.10698]],
  "forces_ev_per_angstrom": [[0.00, 0.00, 0.00], [-0.01, 0.00, 0.00], [0.01, -0.05, 0.03], [0.00, 0.00, -0.02], [0.00, 0.00, 0.00], [0.01, 0.00, 0.00], [0.00, 0.01, 0.00], [-0.01, 0.00, 0.01], [0.00, 0.00, -0.01], [-0.01, 0.00, -0.03], [0.04, -0.04, -0.01], [0.00, 0.00, 0.01], [0.00, 0.00, 0.00], [0.00, 0.00, 0.01], [0.00, 0.00, 0.00], [0.01, 0.01, -0.01], [0.00, 0.00, 0.00], [-0.01, 0.01, 0.00], [0.02, -0.03, -0.03], [0.00, 0.00, 0.00], [0.00, 0.00, 0.00], [0.00, 0.00, -0.01], [0.00, 0.00, 0.00], [-0.06, -0.04, -0.01], [0.00, 0.00, 0.00], [0.00, 0.00, 0.00], [0.00, 0.00, 0.00], [0.00, -0.01, -0.01], [0.01, -0.01, 0.00], [0.01, 0.00, -0.01], [0.00, 0.00, 0.00], [0.00, 0.00, 0.01], [0.01, 0.01, -0.01], [-0.02, 0.01, -0.01], [0.00, 0.00, 0.00], [0.00, 0.00, 0.00], [0.00, 0.00, -0.01], [0.01, 0.00, 0.01], [0.00, 0.00, 0.00], [0.00, -0.01, 0.00], [0.00, 0.00, 0.00], [0.00, -0.01, 0.00], [0.00, 0.00, 0.00], [-0.05, 0.01, 0.00], [0.00, -0.01, 0.00], [0.01, 0.00, 0.00], [0.00, 0.00, 0.00], [-0.01, 0.01, 0.03], [0.00, -0.01, 0.00], [-0.03, -0.02, -0.03], [0.00, 0.00, 0.00], [0.06, 0.14, 0.06], [-0.01, 0.02, -0.01], [0.01, 0.00, 0.00], [0.00, -0.17, 0.02], [0.00, 0.00, 0.00], [0.05, 0.01, 0.06], [0.01, 0.02, 0.01], [0.00, 0.00, 0.00], [0.00, 0.00, 0.00], [-0.01, 0.01, 0.00], [-0.04, -0.02, 0.04], [0.01, 0.00, -0.02], [0.00, 0.00, 0.00], [0.03, 0.13, -0.07], [-0.02, 0.00, 0.00], [0.00, 0.00, 0.00], [-0.01, 0.01, 0.01], [0.00, 0.00, 0.00], [0.00, 0.00, 0.00], [-0.01, 0.01, 0.01], [0.02, -0.01, 0.00]]
}